Entry from OMol25: a molecular structure, C43H122N16O13 in a non-equilibrium geometry (wB97M-V/def2-TZVPD).

As for the total energy: -97015.55809 eV. The value obtained for the molar mass is 1071.5 g mol⁻¹. The highest occupied orbital energy comes out at -7.58 eV. Its gap between HOMO and LUMO is 7.928 eV. The calculation puts the energy above the lowest of the compared OMol25 structures with the same formula, charge and spin at 246.27 kcal/mol. The net charge is 0. The spin multiplicity is 1.

The geometry in XYZ format:
```
194
C43H122N16O13 wB97M-V/def2-TZVPD
C -14.4744 -27.3071 -4.0654
O -14.9569 -28.0577 -4.9237
N -13.1619 -26.9845 -4.0768
N -15.1884 -26.7749 -3.0235
H -12.6753 -27.1966 -4.9293
H -12.8779 -26.4442 -3.2824
H -16.1966 -26.7092 -3.1661
H -14.7977 -25.9797 -2.5499
C -23.8058 -26.9414 -2.1239
O -22.9848 -27.8233 -1.8507
N -23.4399 -25.7121 -2.5878
N -25.1458 -27.1340 -2.0628
H -22.4600 -25.5042 -2.6055
H -24.1157 -24.9817 -2.4558
H -25.4441 -28.0238 -1.6614
H -25.7583 -26.3523 -2.1913
C -18.8573 -26.5992 -4.1439
O -17.9396 -25.9709 -3.5973
N -18.6321 -27.5873 -5.0250
N -20.1794 -26.2845 -3.9447
H -17.6978 -27.9621 -5.0779
H -19.4105 -28.2120 -5.1958
H -20.8069 -27.0180 -4.2545
H -20.3770 -25.6805 -3.1717
C -24.6548 -36.2185 4.0735
C -25.6314 -35.9216 2.9380
C -24.9239 -36.0170 1.6009
O -24.1190 -34.8499 1.4821
C -23.4486 -34.8867 0.2256
N -26.5864 -37.0560 3.1012
H -23.7314 -35.6525 3.9108
H -24.3474 -37.2626 4.0914
H -25.0492 -35.9757 5.0610
H -26.0680 -34.9259 3.0462
H -25.6324 -36.1222 0.7686
H -24.2872 -36.9043 1.5019
H -24.1658 -34.8774 -0.5991
H -22.7102 -35.6859 0.1555
H -22.9317 -33.9303 0.1252
H -27.1105 -36.8451 3.9504
H -27.3716 -37.0188 2.4463
C -13.8949 -34.1681 -5.6961
C -14.9866 -33.9171 -6.7025
C -16.2585 -33.3474 -6.0739
O -16.0136 -32.0123 -5.6280
C -16.8760 -31.6485 -4.5937
N -14.4299 -32.9456 -7.7012
H -12.9837 -34.6024 -6.1104
H -14.1193 -34.9692 -4.9816
H -13.7432 -33.2198 -5.1807
H -15.2060 -34.8059 -7.3001
H -16.5511 -33.9993 -5.2442
H -17.0335 -33.3427 -6.8458
H -17.9235 -31.5508 -4.8966
H -16.6494 -30.6819 -4.1417
H -16.7993 -32.3230 -3.7336
H -15.1847 -32.6123 -8.2970
H -14.2366 -32.1249 -7.1292
C -16.9655 -30.2052 -2.2586
C -18.0918 -30.9494 -1.5855
C -19.3527 -30.1802 -1.2623
O -20.3308 -31.0029 -0.6688
C -21.5002 -30.2917 -0.3290
N -18.3921 -32.2845 -2.1424
H -16.5668 -29.3869 -1.6538
H -17.2520 -29.6475 -3.1593
H -16.1124 -30.8165 -2.5487
H -17.7682 -31.1017 -0.5384
H -19.7423 -29.8113 -2.2261
H -19.1282 -29.2939 -0.6620
H -22.2376 -31.0147 0.0208
H -21.9510 -29.8675 -1.2334
H -21.2592 -29.5123 0.3950
H -19.1524 -32.5441 -1.5132
H -17.6285 -32.9083 -1.9504
C -20.6864 -31.6312 5.3775
C -21.3461 -31.2598 4.0507
C -22.8510 -31.3448 4.0650
O -23.3498 -31.3882 2.7513
C -24.7007 -31.7445 2.6114
N -20.8641 -29.9659 3.5328
H -19.6076 -31.7924 5.3155
H -21.1469 -32.5371 5.7759
H -20.7411 -30.8880 6.1787
H -21.0567 -32.0674 3.3596
H -23.2484 -30.4284 4.5270
H -23.1460 -32.1932 4.6920
H -25.0235 -32.7319 2.9301
H -24.9400 -31.4820 1.5778
H -25.3289 -30.9561 3.0582
H -19.8554 -30.0809 3.4612
H -21.1858 -30.0226 2.5681
C -22.4859 -32.9635 -2.9869
C -21.3105 -33.0833 -3.9832
C -21.7792 -33.5805 -5.3558
O -20.6818 -33.9969 -6.1672
C -21.1176 -34.7024 -7.3303
N -20.6245 -31.7935 -4.0800
H -22.0386 -32.7868 -2.0077
H -23.0296 -33.9081 -2.9825
H -23.0630 -32.0782 -3.2534
H -20.6377 -33.8632 -3.5982
H -22.3401 -32.7992 -5.8830
H -22.4535 -34.4344 -5.2329
H -21.8197 -34.1286 -7.9346
H -21.4685 -35.6961 -7.0488
H -20.2051 -34.8499 -7.9078
H -20.0301 -31.8550 -3.2523
H -20.0335 -31.9794 -4.8907
C -23.7926 -28.2275 -5.3772
C -22.6208 -29.1362 -5.6340
C -21.7876 -28.8712 -6.8917
O -22.6175 -28.8161 -8.0283
C -21.9632 -28.8576 -9.2687
N -21.7127 -29.1009 -4.4910
H -23.5624 -27.1730 -5.2144
H -24.4090 -28.6111 -4.5646
H -24.3884 -28.2639 -6.2956
H -23.0042 -30.1629 -5.7457
H -21.0385 -29.6596 -7.0254
H -21.2642 -27.9204 -6.7247
H -21.3360 -29.7524 -9.3383
H -21.3698 -27.9767 -9.5340
H -22.7465 -28.9112 -10.0251
H -22.2725 -29.0899 -3.6397
H -21.3306 -30.0583 -4.4820
C -17.0363 -34.2359 -0.0222
C -15.5562 -34.4825 -0.4004
C -15.2253 -34.1491 -1.8834
O -15.4598 -35.2838 -2.6905
C -15.4817 -35.0319 -4.0588
N -14.6560 -33.8115 0.5370
H -17.7217 -34.6510 -0.7597
H -17.1033 -33.1506 -0.0952
H -17.1900 -34.6605 0.9664
H -15.4704 -35.5673 -0.2858
H -14.1414 -34.0199 -2.0243
H -15.7804 -33.2807 -2.2525
H -14.5187 -34.9091 -4.5708
H -16.1008 -34.1858 -4.3814
H -15.9208 -35.8669 -4.6116
H -13.8340 -33.5123 0.0218
H -15.0252 -32.9272 0.8895
C -13.0520 -30.5760 -3.0802
C -12.2950 -30.4201 -4.4047
C -11.3658 -31.6124 -4.6085
O -10.1500 -31.3587 -3.9005
C -9.3586 -32.5265 -3.9550
N -13.3581 -30.3874 -5.4575
H -12.3476 -30.7111 -2.2455
H -13.6471 -31.4842 -3.1693
H -13.6036 -29.6992 -2.7390
H -11.8136 -29.4528 -4.5318
H -11.1739 -31.6730 -5.6857
H -11.9119 -32.5381 -4.4022
H -8.3107 -32.2401 -3.8090
H -9.3424 -33.0844 -4.8933
H -9.5605 -33.1661 -3.0893
H -13.8801 -29.5176 -5.2584
H -14.0930 -31.0806 -5.3460
C -28.6781 -27.3062 -1.6659
C -28.5708 -28.3066 -0.5220
C -27.3913 -28.1702 0.4547
O -26.2420 -28.7691 -0.1061
C -25.1431 -28.6927 0.8143
N -29.8493 -28.3824 0.2253
H -28.5195 -26.2628 -1.3837
H -29.6238 -27.4675 -2.1784
H -27.8846 -27.5092 -2.3895
H -28.4405 -29.2733 -1.0147
H -27.5659 -28.5794 1.4562
H -27.2370 -27.1015 0.6771
H -24.8427 -27.6523 0.9613
H -24.2746 -29.2422 0.4624
H -25.4519 -29.0823 1.7856
H -30.1151 -27.4460 0.5189
H -29.6922 -28.8772 1.0964
C -13.3722 -29.3867 -0.7267
C -13.9234 -29.1357 0.6896
C -14.2822 -30.3993 1.5119
O -15.5028 -30.9253 1.0426
C -16.2632 -31.4898 2.1129
N -12.9184 -28.2887 1.3494
H -12.3809 -29.8382 -0.6627
H -13.3212 -28.4981 -1.3571
H -14.0458 -29.9866 -1.3420
H -14.8263 -28.5282 0.5975
H -14.4573 -29.9296 2.4881
H -13.3370 -30.9426 1.6292
H -17.0386 -32.1679 1.7662
H -16.7258 -30.7220 2.7371
H -15.5924 -32.1184 2.7052
H -12.0348 -28.7959 1.3429
H -13.1239 -28.2169 2.3444
```

Atomic partial charges in e from the Löwdin method, atoms 1 to 4: -0.6576 -0.0085 0.1722 0.1690

---

Entry from OMol25: 16 unconnected molecules or ions with the total composition C43H127N23O16 in a non-equilibrium geometry (wB97M-V/def2-TZVPD).

As for the total energy: -113684.75825 eV. The value obtained for the molar mass is 1222.6 g mol⁻¹. The highest occupied orbital energy comes out at -8.81 eV. Its gap between HOMO and LUMO is 9.295 eV. The net charge is 0. The spin multiplicity is 1.

The geometry in XYZ format:
```
209
C43H127N23O16 wB97M-V/def2-TZVPD
C 4.5791 -4.2390 3.6402
C 3.7443 -5.5265 3.4571
C 2.2887 -5.3219 3.9720
O 1.4725 -6.4233 3.6047
C 0.2438 -6.3024 4.2319
N 3.7847 -6.0470 2.0980
H 4.1771 -3.3551 3.2207
H 5.4920 -4.4010 3.0621
H 4.9144 -4.0715 4.6574
H 4.2190 -6.2413 4.1460
H 1.8476 -4.3678 3.6040
H 2.3643 -5.2237 5.0360
H 0.3149 -6.3950 5.2794
H -0.4250 -7.0982 3.9475
H -0.1662 -5.3139 3.9608
H 3.3320 -6.9402 2.0879
H 3.1763 -5.4509 1.5359
C -0.1342 3.2888 -5.1135
C -0.1557 1.8644 -4.8159
C -0.3544 1.0752 -6.0901
O -1.0933 -0.1205 -5.8812
C -0.7628 -1.1122 -6.8280
N 1.0424 1.2902 -4.1495
H -1.1220 3.8340 -5.1884
H 0.4244 3.4413 -6.0488
H 0.3926 3.8139 -4.2986
H -1.0451 1.5859 -4.2257
H 0.6512 0.7655 -6.3727
H -0.8775 1.6002 -6.9390
H -1.4085 -1.9516 -6.7521
H 0.2285 -1.4848 -6.7547
H -0.8605 -0.7185 -7.8658
H 1.7737 1.2569 -4.8496
H 1.4934 1.9899 -3.5551
C 5.0814 3.6493 0.3700
C 4.8450 4.1313 -1.0311
C 3.6831 3.3652 -1.5902
O 3.2286 3.7388 -2.8752
C 4.1414 3.3761 -3.8835
N 4.5129 5.5392 -0.9818
H 5.4674 4.5119 0.9834
H 5.7247 2.7696 0.3707
H 4.0395 3.3536 0.6527
H 5.7429 3.9048 -1.6050
H 2.8091 3.5291 -0.9531
H 3.9837 2.3237 -1.6627
H 4.9657 4.0869 -3.9850
H 3.5278 3.2290 -4.7767
H 4.5211 2.4013 -3.6510
H 5.3326 6.0699 -0.6817
H 4.2347 5.8077 -1.9588
C -2.7075 4.3109 -2.0317
C -3.7912 5.4297 -2.1765
C -4.4349 5.2128 -3.5684
O -3.5338 5.5630 -4.6249
C -3.3490 6.9722 -4.7359
N -4.8275 5.3636 -1.1906
H -2.1772 4.3586 -1.0913
H -2.0902 4.2245 -2.8987
H -3.1719 3.2827 -1.8321
H -3.3131 6.3973 -2.1329
H -5.3859 5.8135 -3.6483
H -4.7059 4.1658 -3.7479
H -3.4258 7.4546 -3.7188
H -4.0867 7.4310 -5.3611
H -2.3371 7.1733 -5.0815
H -5.6302 5.9331 -1.3962
H -4.5147 5.5736 -0.2439
C -1.6819 0.8073 4.9478
C -0.4834 0.1005 5.5397
C -0.4927 -0.4507 6.9858
O 0.6586 -1.2892 7.0571
C 0.7378 -1.8585 8.3561
N -0.3903 -1.1828 4.7205
H -2.0512 1.6736 5.4861
H -2.5406 0.1902 5.0449
H -1.4982 1.0626 3.9146
H 0.3588 0.7845 5.5531
H -1.4681 -0.9799 7.1031
H -0.4798 0.3778 7.6937
H 1.1630 -1.1504 9.0475
H 1.3968 -2.6843 8.3118
H -0.2111 -2.1894 8.8129
H -0.0808 -0.9761 3.7720
H 0.3100 -1.8027 5.0931
C -6.8945 1.8236 -6.5186
C -6.9377 1.3064 -5.0375
C -6.4976 -0.1266 -5.0378
O -6.9028 -0.8858 -3.8264
C -6.5047 -2.2190 -3.8409
N -6.1521 2.1516 -4.2204
H -7.1166 2.8616 -6.5714
H -7.6265 1.2209 -7.0964
H -5.8801 1.6917 -6.8735
H -7.9557 1.3959 -4.6143
H -5.4170 -0.1288 -5.1010
H -6.8482 -0.6723 -5.9556
H -5.3633 -2.3393 -3.7326
H -6.9123 -2.6922 -4.7330
H -7.0167 -2.7127 -2.9802
H -5.1782 2.1556 -4.5653
H -6.1477 1.7180 -3.2913
C 0.8655 1.4411 -0.0806
C -0.1826 0.3546 -0.1249
C -0.4173 -0.3026 1.2275
O 0.7935 -0.4366 1.8484
C 1.5908 -1.5576 1.4539
N -1.5409 0.6984 -0.7082
H 0.6518 2.1686 0.6696
H 0.8931 1.9337 -1.0359
H 1.8431 0.9889 0.0359
H 0.2050 -0.3996 -0.8078
H -0.9017 -1.3092 1.0278
H -1.0676 0.3129 1.8900
H 2.4233 -1.6296 2.0891
H 1.9270 -1.3962 0.4249
H 0.9142 -2.4310 1.4643
H -1.6545 0.0056 -1.4646
H -1.4159 1.5532 -1.2583
C 2.4796 -7.1331 -1.0661
C 1.3287 -6.1300 -1.0264
C 0.0444 -6.8360 -0.8585
O -1.0621 -5.9911 -0.9988
C -1.6574 -5.9879 -2.2832
N 1.6554 -5.1338 0.0030
H 2.3085 -7.6629 -2.0074
H 2.4536 -7.8309 -0.2034
H 3.4541 -6.6372 -1.1437
H 1.2703 -5.5401 -1.8995
H 0.0509 -7.2199 0.1713
H -0.0684 -7.6186 -1.6095
H -0.8809 -6.3227 -3.0185
H -1.9209 -4.9808 -2.4849
H -2.5328 -6.6714 -2.3316
H 1.0486 -4.3421 -0.1992
H 1.3233 -5.4633 0.8639
C 4.2783 0.8967 6.0438
C 4.9431 -0.4151 5.5664
C 5.5671 -0.2922 4.1397
O 4.6820 -0.5582 3.0355
C 5.3012 -0.3079 1.7853
N 5.9312 -0.7980 6.5545
H 3.8663 0.6962 7.0181
H 3.4652 1.2228 5.4514
H 4.9756 1.7208 6.1408
H 4.1658 -1.1948 5.6957
H 6.3086 -1.0675 4.0682
H 5.9072 0.7535 3.9640
H 5.3804 0.7225 1.5639
H 4.8872 -0.8411 0.9273
H 6.3038 -0.6268 1.7622
H 6.0143 -1.7971 6.4866
H 6.8905 -0.5331 6.2867
C -4.6801 -0.0407 -1.0806
O -3.9478 -0.7231 -1.8765
N -5.9916 0.2774 -1.3910
N -4.4296 0.3439 0.2096
H -6.3237 -0.3027 -2.1356
H -6.7020 0.2016 -0.6325
H -3.5079 0.3776 0.6835
H -5.0015 1.1364 0.6011
C -0.8529 -2.5395 -2.0641
O 0.3076 -2.9071 -2.0216
N -1.8437 -2.9355 -1.1755
N -1.2297 -1.6571 -3.1264
H -2.6144 -2.2606 -1.1634
H -1.3368 -3.3478 -0.4016
H -2.1659 -1.3655 -3.2437
H -0.4532 -1.4004 -3.7073
C 2.1908 2.6579 3.2046
O 2.4275 3.8060 3.5405
N 3.0633 1.6801 2.6371
N 0.8509 2.2789 3.2910
H 2.6842 0.7474 2.5771
H 4.0465 1.8372 2.7221
H 0.6366 1.5172 2.5922
H 0.2398 3.0837 3.4131
C 3.7163 -0.8641 -1.9033
O 4.3872 0.1317 -2.1338
N 2.4094 -0.9827 -2.1327
N 4.1168 -2.0998 -1.3615
H 1.9480 -1.7822 -1.8117
H 2.0086 -0.3539 -2.7592
H 5.0900 -2.2514 -1.3519
H 3.5953 -2.9364 -1.6089
C 0.7012 4.9384 0.4090
O -0.3314 4.9450 1.1065
N 0.6773 4.7836 -0.9472
N 1.9642 5.1648 0.9541
H -0.1642 4.9185 -1.4073
H 1.5254 4.7050 -1.4934
H 2.1527 4.9836 1.9484
H 2.7920 5.2267 0.3882
C -2.1143 -4.4553 1.9281
O -1.0272 -4.1257 1.4598
N -3.0581 -5.3010 1.3248
N -2.5563 -3.7671 3.0693
H -3.8953 -5.4560 1.9047
H -2.5974 -5.9895 0.6777
H -3.5505 -3.7691 3.3410
H -1.9968 -2.9769 3.4592
C -3.2966 4.0980 2.6513
O -4.5140 4.0146 2.7474
N -2.4321 3.1252 2.0512
N -2.5611 5.1396 3.0495
H -1.5619 3.5316 1.6656
H -3.0076 2.5795 1.4277
H -1.5896 5.2672 2.8446
H -3.0913 5.8894 3.4848
```

Atomic partial charges in e from the Löwdin method, atoms 1 to 4: -0.0565 -0.4079 -0.1999 -0.1830